Molecular formula: C72H144FN7O16
Method: DFT, the ωB97M-V functional and the def2-TZVPD basis

```
! RIJCOSX wB97M-V def2-TZVPD def2/J DEFGRID3
* xyz 0 1
C 5.963 -3.882 1.678
C 5.637 -3.941 3.237
C 6.989 -3.620 3.988
C 4.557 -2.830 3.571
C 3.149 -3.296 3.235
C 2.770 -4.610 3.976
C 3.685 -5.702 3.460
C 3.560 -6.900 4.432
C 3.297 -6.098 2.019
N 5.150 -5.311 3.588
O 6.036 -6.320 3.032
H 6.578 -3.017 1.428
H 6.528 -4.728 1.287
H 5.121 -3.831 0.988
H 6.785 -3.682 5.057
H 7.728 -4.322 3.603
H 7.250 -2.573 3.841
H 4.746 -2.717 4.639
H 4.784 -1.844 3.165
H 2.361 -2.694 3.688
H 3.018 -3.421 2.160
H 1.760 -4.886 3.675
H 2.756 -4.303 5.022
H 2.645 -7.437 4.183
H 3.556 -6.569 5.470
H 4.296 -7.701 4.502
H 3.514 -5.321 1.286
H 2.281 -6.465 1.879
H 3.987 -6.909 1.787
H 6.456 -6.578 3.856
C -7.965 -1.317 5.752
C -6.863 -0.719 4.942
C -5.536 -1.567 5.135
C -7.300 -0.842 3.436
C -8.416 0.078 2.950
C -7.885 1.572 3.159
C -7.492 1.828 4.607
C -6.594 3.013 4.605
C -8.772 2.298 5.345
N -6.639 0.771 5.225
O -6.048 1.063 6.486
H -8.082 -2.379 5.538
H -7.708 -1.326 6.811
H -8.942 -0.834 5.715
H -5.620 -2.654 5.152
H -5.077 -1.668 4.152
H -4.816 -1.112 5.815
H -6.404 -0.626 2.854
H -7.490 -1.896 3.232
H -8.647 -0.243 1.934
H -9.347 0.021 3.514
H -8.568 2.316 2.748
H -7.033 1.829 2.529
H -6.851 4.005 4.235
H -5.564 2.874 4.278
H -6.513 3.366 5.633
H -8.700 2.718 6.349
H -9.442 1.514 5.696
H -9.257 3.038 4.708
H -6.824 1.009 7.049
C 5.528 -1.830 -3.710
C 5.695 -3.110 -4.496
C 6.030 -2.760 -5.921
C 6.846 -3.704 -3.854
C 7.030 -5.183 -4.343
C 5.814 -6.017 -4.078
C 4.476 -5.397 -4.683
C 4.172 -5.720 -6.189
C 3.375 -6.022 -3.778
N 4.480 -3.922 -4.499
O 3.239 -3.385 -4.958
H 6.507 -1.357 -3.633
H 4.788 -1.135 -4.108
H 5.425 -1.950 -2.632
H 6.318 -3.568 -6.594
H 5.235 -2.252 -6.467
H 6.829 -2.018 -5.906
H 7.721 -3.063 -3.963
H 6.531 -3.888 -2.827
H 7.331 -5.300 -5.384
H 7.929 -5.576 -3.869
H 5.627 -6.302 -3.042
H 6.149 -6.967 -4.495
H 4.920 -5.212 -6.797
H 3.347 -5.258 -6.732
H 4.534 -6.699 -6.502
H 3.670 -6.946 -3.281
H 2.565 -6.200 -4.485
H 2.986 -5.299 -3.061
H 2.803 -3.132 -4.142
C -2.957 9.002 1.878
C -2.833 8.830 0.407
C -4.061 7.952 -0.047
C -3.138 10.181 -0.259
C -2.704 10.228 -1.708
C -1.205 9.934 -1.861
C -0.774 8.663 -1.211
C -1.063 7.523 -2.255
C 0.802 8.767 -1.052
N -1.452 8.348 0.039
O -1.062 7.191 0.705
H -2.553 8.143 2.414
H -2.256 9.730 2.286
H -3.976 9.205 2.207
H -5.001 8.451 0.188
H -4.015 7.731 -1.114
H -4.050 7.003 0.488
H -4.186 10.459 -0.149
H -2.597 10.878 0.381
H -3.379 9.525 -2.196
H -3.064 11.155 -2.154
H -0.512 10.757 -1.684
H -1.073 9.836 -2.938
H -0.822 6.506 -1.943
H -0.595 7.709 -3.222
H -2.145 7.466 -2.372
H 1.293 9.524 -1.664
H 1.316 7.817 -1.191
H 1.159 9.100 -0.077
H -0.321 7.547 1.201
C -5.449 -6.572 1.861
C -5.291 -7.891 2.714
C -5.763 -7.708 4.157
C -6.160 -9.030 2.020
C -5.761 -10.479 2.396
C -4.276 -10.765 2.295
C -3.403 -9.665 2.886
C -3.205 -9.880 4.343
C -1.988 -9.878 2.266
N -3.903 -8.301 2.614
O -3.053 -7.325 3.002
H -4.910 -5.693 2.215
H -4.808 -6.470 0.985
H -6.405 -6.097 1.636
H -4.932 -7.344 4.761
H -6.621 -7.048 4.286
H -5.917 -8.609 4.751
H -7.209 -9.071 2.313
H -6.103 -8.950 0.934
H -5.965 -10.764 3.428
H -6.411 -11.210 1.913
H -4.085 -10.841 1.224
H -4.046 -11.762 2.670
H -4.088 -10.052 4.958
H -2.752 -8.995 4.791
H -2.402 -10.554 4.642
H -1.909 -9.603 1.214
H -1.545 -10.866 2.395
H -1.360 -9.193 2.836
H -3.175 -7.299 3.954
C -1.246 -2.572 0.115
C -1.397 -1.240 -0.662
C -1.970 -1.513 -2.139
C -2.539 -0.423 -0.053
C -2.480 1.117 -0.240
C -0.990 1.615 0.062
C 0.162 0.914 -0.756
C 0.127 1.406 -2.203
C 1.428 1.187 0.070
N -0.061 -0.562 -0.700
O 0.827 -1.252 -1.446
H -2.294 -2.869 0.088
H -0.650 -3.378 -0.312
H -1.046 -2.590 1.186
H -2.775 -2.245 -2.067
H -2.206 -0.626 -2.726
H -1.223 -2.041 -2.733
H -3.495 -0.603 -0.545
H -2.765 -0.768 0.956
H -2.639 1.490 -1.252
H -3.135 1.592 0.490
H -0.748 1.302 1.078
H -0.894 2.690 -0.087
H -0.850 1.710 -2.577
H 0.520 0.627 -2.857
H 0.826 2.242 -2.228
H 2.374 1.141 -0.469
H 1.497 0.637 1.009
H 1.610 2.234 0.311
H 1.451 -1.476 -0.752
C 6.169 8.448 -7.105
C 5.284 7.307 -6.438
C 5.088 7.688 -5.018
C 3.920 7.416 -7.227
C 3.017 6.142 -7.009
C 3.844 4.820 -7.039
C 5.187 4.781 -6.300
C 4.828 4.540 -4.741
C 6.030 3.541 -6.788
N 5.944 5.985 -6.633
O 7.199 5.946 -6.058
H 6.022 8.347 -8.180
H 5.831 9.459 -6.876
H 7.242 8.302 -6.988
H 5.475 8.681 -4.791
H 4.075 7.788 -4.629
H 5.677 7.196 -4.244
H 3.270 8.175 -6.790
H 4.107 7.545 -8.293
H 2.755 6.260 -5.958
H 2.045 6.223 -7.496
H 3.957 4.541 -8.087
H 3.098 4.109 -6.687
H 4.310 5.398 -4.312
H 5.647 4.274 -4.072
H 4.094 3.736 -4.760
H 7.098 3.495 -6.578
H 5.859 3.635 -7.861
H 5.668 2.629 -6.314
H 6.979 5.438 -5.274
O 9.840 3.919 1.661
C 8.749 4.423 1.792
O 8.454 5.723 1.633
C 7.462 5.979 2.616
C 6.793 4.655 2.762
F 5.766 4.696 1.916
O 7.710 3.795 2.197
H 8.179 6.114 3.425
H 6.808 6.848 2.541
H 6.561 4.464 3.810
O -10.404 -0.102 -4.079
C -9.257 -0.549 -4.248
O -8.276 0.028 -3.622
C -7.174 -0.774 -3.465
C -7.456 -1.839 -4.486
O -8.843 -1.832 -4.625
H -6.211 -0.305 -3.670
H -7.283 -1.220 -2.477
H -7.010 -2.734 -4.050
H -7.008 -1.789 -5.478
O 1.910 3.146 6.303
C 0.747 3.480 6.062
O 0.250 4.529 5.266
C -1.074 4.563 5.162
C -1.473 3.333 5.995
O -0.321 3.031 6.750
H -1.403 5.464 5.679
H -1.445 4.474 4.141
H -1.793 2.482 5.393
H -2.271 3.709 6.636
*
```

Calculated values
HOMO-LUMO gap = 0.2862 Eh
HOMO energy = -7.865 eV
Maximum force = 0.12172 Eh/bohr